ORCA calculation (ωB97M-V/def2-TZVPD) on a molecular structure, C13H29FInLiO.

Structure (XYZ):
```
46
Properties=species:S:1:pos:R:3:forces:R:3:lowdin_charge:R:1
C -0.752 3.168 -0.459 -0.1421 0.4363 -0.7164 -0.14
C -0.282 1.884 -1.151 -0.1016 -0.0314 -0.1271 -0.32
C 1.190 1.917 -1.559 -0.0450 0.1518 0.3116 -0.29
C 1.700 0.530 -1.904 0.0151 0.0642 -0.3204 -0.43
C 0.749 -0.164 -2.879 -0.0128 -0.1417 -0.2502 -0.17
In 2.197 -0.630 -0.023 0.0933 -0.1655 0.0593 0.69
C 1.271 0.257 1.799 -0.1113 0.0572 0.1320 -0.30
C -0.254 0.410 1.835 -0.1201 0.1867 0.0011 -0.32
C -0.903 0.491 3.228 0.1450 -0.0356 0.0886 -0.19
C -2.123 1.401 3.250 0.0893 0.0734 0.0144 -0.25
O -3.097 1.093 2.265 -0.0394 0.0827 -0.1095 -0.21
C -3.611 -0.212 2.385 -0.0874 -0.1922 0.1463 -0.12
C 1.526 -2.741 -0.245 -0.2408 -0.0052 -0.0256 -0.25
C 1.922 -3.381 -1.557 0.2259 -0.0855 -0.2973 -0.48
C 0.755 -3.746 -2.467 -0.1139 -0.0223 0.0807 -0.07
F 2.635 -4.599 -1.314 -0.1147 0.0337 -0.0325 -0.09
H -0.669 3.188 0.627 0.0722 -0.1846 -0.1326 0.09
H -1.821 3.352 -0.671 -0.2168 0.1169 0.6222 0.05
H -0.177 4.036 -0.832 -0.0582 -0.0384 0.1156 0.09
H -0.883 1.667 -2.069 0.0570 -0.1268 0.1596 0.07
H -0.491 1.021 -0.512 0.0506 0.1316 -0.2093 0.09
H 1.742 2.353 -0.713 0.0418 -0.0360 -0.1734 0.11
H 1.306 2.639 -2.404 -0.1175 -0.0691 0.0666 0.11
H 2.663 0.642 -2.417 -0.0707 0.0268 0.1687 0.07
H 0.317 0.525 -3.638 0.1117 -0.0404 0.0619 0.06
H -0.098 -0.671 -2.397 0.0676 0.1346 -0.0003 0.06
H 1.273 -0.936 -3.450 -0.0602 0.0234 0.1111 0.07
H 3.954 -0.627 0.124 -0.0086 0.0667 -0.0236 -0.09
H 1.734 1.225 2.037 -0.0239 -0.1071 0.0464 0.03
H 1.580 -0.424 2.607 -0.0230 0.0795 -0.1517 0.03
H -0.732 -0.412 1.282 -0.0021 0.1086 0.0242 0.09
H -0.550 1.334 1.311 0.1499 -0.3981 0.2599 0.05
H -1.160 -0.517 3.579 0.0235 0.1481 0.0176 0.11
H -0.186 0.893 3.957 -0.0573 -0.0465 -0.1252 0.12
H -1.811 2.427 3.019 -0.0192 -0.0854 0.0704 0.12
H -2.602 1.415 4.242 0.0636 -0.0633 -0.0625 0.12
H -4.608 -0.221 1.938 0.1028 -0.0249 -0.0131 0.09
H -2.978 -0.952 1.878 -0.0566 0.0808 0.0460 0.08
H -3.699 -0.506 3.441 -0.0599 0.0260 -0.1243 0.09
H 0.447 -2.870 -0.087 0.1310 -0.0551 0.0760 0.03
H 2.038 -3.276 0.560 -0.0117 0.0731 -0.0407 0.04
H 2.656 -2.792 -2.124 -0.0622 0.0134 0.1674 0.11
H 0.388 -4.732 -2.164 -0.0244 0.1462 0.0001 0.08
H -0.062 -3.028 -2.360 0.1031 -0.0504 -0.0281 0.06
H 1.035 -3.795 -3.523 0.0545 -0.0402 0.1128 0.07
Li -1.523 3.365 -2.445 0.4036 -0.2160 0.0033 0.82
```
Positions in Å, forces in eV/Å.

The LUMO energy is -2.3293 eV. For the molecular weight, the calculation gives 342.1 g/mol. Its net charge is 0.

***

ORCA calculation (ωB97M-V/def2-TZVPD) on 2 unconnected molecules or ions with the total composition C13H29N2O2.

Structure (XYZ):
```
46
Properties=species:S:1:pos:R:3:forces:R:3:lowdin_charge:R:1
O 1.388 -1.020 -2.529 4.2926 -3.5863 -1.5436 0.22
C 0.544 -0.311 -2.248 -3.1695 2.4860 0.9295 -0.55
O 0.350 0.074 -0.949 -0.5964 0.3976 0.3535 0.09
C -0.370 0.313 -3.274 -0.6043 -0.1784 0.4894 -0.02
C -1.846 0.050 -2.960 0.7416 1.9213 -0.4831 -0.28
C -2.753 1.184 -3.436 -1.1474 -1.4749 0.2070 -0.11
C -4.102 1.000 -2.714 0.6927 0.1485 0.6670 -0.15
C -4.484 -0.477 -2.462 -0.1568 0.4663 -0.9578 -0.14
C -3.763 -1.526 -3.308 -0.1184 -0.3184 0.7524 -0.08
N -2.338 -1.165 -3.651 0.2516 -0.3315 0.0788 0.10
H -0.379 -0.414 -0.547 0.1437 0.0750 0.2290 0.12
H -0.092 -0.036 -4.258 0.1704 -0.0121 -0.2889 0.14
H -0.212 1.378 -3.208 0.0558 0.4107 -0.1305 0.14
H -1.933 -0.013 -1.883 -0.3838 -0.5671 0.2108 0.15
H -2.945 1.010 -4.492 0.3357 0.5022 -0.4658 0.13
H -2.317 2.147 -3.250 0.1086 0.3571 -0.0796 0.13
H -4.895 1.563 -3.177 -0.2516 0.0581 -0.3734 0.11
H -3.958 1.451 -1.740 -0.1742 0.1876 0.3311 0.12
H -4.419 -0.733 -1.419 0.2725 -0.0389 0.3803 0.11
H -5.528 -0.582 -2.714 -0.4099 -0.1651 0.0317 0.12
H -4.271 -1.785 -4.221 -0.1091 0.2052 -0.4381 0.13
H -3.723 -2.433 -2.727 0.1245 -0.3998 0.0929 0.13
H -1.681 -1.932 -3.490 -0.2494 -0.1837 0.0236 0.19
H -2.300 -0.973 -4.653 0.1771 0.0459 0.0035 0.18
C 3.457 -0.598 5.343 -0.0254 0.0377 0.0238 -0.09
C 3.638 -0.248 3.873 0.0479 0.0472 0.2040 -0.27
N 2.509 -0.640 3.050 -0.1016 -0.1385 -0.2582 -0.20
C 2.787 -0.605 1.626 0.1771 -0.0734 -0.1206 -0.25
C 3.106 0.749 0.985 -0.0655 0.0015 -0.1578 -0.09
C 1.219 -0.113 3.456 -0.1142 0.0528 0.2927 -0.25
C 1.063 1.410 3.566 -0.1646 0.0084 -0.0517 -0.08
H 3.210 -1.653 5.464 -0.0335 0.0078 -0.0350 0.08
H 4.383 -0.404 5.885 -0.0077 0.0247 -0.0073 0.07
H 2.673 -0.002 5.814 0.0046 -0.0192 0.0118 0.06
H 4.522 -0.778 3.511 -0.0638 0.0050 -0.1568 0.12
H 3.864 0.826 3.788 0.0476 0.0031 0.0223 0.10
H 1.947 -1.059 1.092 -0.0747 0.0311 0.0884 0.09
H 3.634 -1.274 1.440 0.0293 0.0197 0.1051 0.11
H 2.219 1.376 0.895 0.0219 0.0510 0.0662 0.05
H 3.487 0.592 -0.027 0.0088 -0.0230 0.0140 0.07
H 3.869 1.299 1.536 -0.0171 -0.0153 0.0410 0.07
H 0.967 -0.546 4.427 0.0780 0.0092 0.0084 0.10
H 0.454 -0.502 2.776 0.1143 -0.0362 -0.1148 0.11
H 1.882 1.869 4.119 0.0224 -0.0238 -0.0122 0.07
H 0.140 1.643 4.102 0.0152 -0.0143 0.0122 0.07
H 0.995 1.888 2.589 0.1051 0.0389 0.0049 0.05
```
Positions in Å, forces in eV/Å.

The LUMO energy is -3.4681 eV. For the molecular weight, the calculation gives 245.4 g/mol. Its net charge is +1. The energy relative to the best compared isomer or geometry (same formula, charge and spin) comes out at 12.7 kcal/mol.

***

ORCA calculation (ωB97M-V/def2-TZVPD) on a gas-phase ion, C13H29N2O2 (charge +1).

Structure (XYZ):
```
46
Properties=species:S:1:pos:R:3:forces:R:3:lowdin_charge:R:1
C 4.927 -1.263 0.911 0.1065 0.4488 -0.4063 -0.10
C 5.285 -0.142 -0.066 -0.0493 -0.5912 -0.0917 -0.25
C 4.266 0.011 -1.203 0.4153 0.2502 0.1388 -0.19
C 3.285 1.156 -1.004 0.2788 -0.5925 0.0221 -0.17
N 2.292 0.976 0.060 -0.2262 0.9484 -0.1797 0.04
N 1.109 0.310 -0.344 0.0764 -0.5633 0.0782 0.00
C 1.105 -1.195 -0.216 -0.7625 -0.2556 -0.5644 -0.10
O -0.225 -1.495 -0.405 -0.2931 -0.3156 0.3362 -0.01
C -0.920 -0.666 0.526 -0.1799 1.1077 -0.2985 -0.23
C -2.373 -0.488 0.208 -0.0904 -0.5077 -0.1114 -0.14
C -3.171 -1.782 0.226 -0.6562 0.0244 0.2695 -0.19
C -4.685 -1.480 0.136 0.1790 0.1096 -0.6544 -0.23
C -5.308 -1.823 -1.235 -0.0279 0.1969 0.5365 -0.09
C -0.120 0.679 0.475 0.3137 0.2967 1.0544 -0.23
O -0.708 1.795 -0.048 0.0020 -0.4049 -0.5674 -0.06
C -1.254 2.722 0.912 -0.6089 0.3759 -0.1036 -0.20
C -2.605 3.229 0.428 0.1355 0.0716 -0.0739 -0.05
H 4.950 -2.202 0.371 -0.0485 -0.3100 0.0130 0.08
H 5.660 -1.305 1.706 -0.0723 -0.1059 0.3059 0.08
H 3.923 -1.140 1.314 -0.0675 -0.0473 0.3263 0.04
H 6.231 -0.427 -0.512 0.2753 0.0904 -0.0502 0.11
H 5.468 0.796 0.451 -0.1094 0.2208 0.0534 0.11
H 3.780 -0.949 -1.368 -0.2221 -0.0635 -0.0872 0.10
H 4.808 0.230 -2.118 0.0393 0.0533 -0.2384 0.12
H 2.779 1.361 -1.944 -0.3274 0.1889 -0.0203 0.12
H 3.852 2.043 -0.744 -0.0178 0.2448 0.0076 0.13
H 2.671 0.539 0.892 -0.1171 -0.1524 -0.0281 0.13
H 0.887 0.568 -1.311 0.1650 0.0860 -0.0042 0.21
H 1.440 -1.395 0.800 0.3098 -0.1599 0.1380 0.15
H 1.660 -1.716 -0.983 0.4769 0.2284 -0.0082 0.15
H -0.858 -1.049 1.545 0.3573 -0.4049 0.0423 0.16
H -2.772 0.153 0.988 -0.1062 0.3122 0.1257 0.13
H -2.525 0.011 -0.744 0.1097 0.1955 -0.1643 0.14
H -2.886 -2.423 -0.599 0.1981 -0.1467 -0.1509 0.11
H -2.997 -2.347 1.140 0.3010 0.0215 0.1525 0.12
H -5.216 -1.979 0.934 -0.0988 -0.2108 0.1492 0.10
H -4.835 -0.417 0.297 -0.0147 0.2161 0.2374 0.09
H -6.137 -2.509 -1.110 -0.0565 -0.2346 -0.1781 0.07
H -5.701 -0.938 -1.720 -0.0992 0.1825 -0.1274 0.07
H -4.566 -2.248 -1.896 0.0652 -0.2772 -0.2326 0.06
H 0.297 0.925 1.451 0.0402 -0.1565 0.2297 0.16
H -0.577 3.560 1.015 0.3955 0.0007 0.1023 0.12
H -1.387 2.248 1.879 0.2185 -0.2918 0.1269 0.12
H -2.527 4.210 -0.024 0.0348 0.1258 -0.1227 0.08
H -3.312 3.299 1.246 -0.1010 0.0225 0.1684 0.08
H -3.012 2.556 -0.313 -0.1410 -0.2272 -0.1505 0.07
```
Positions in Å, forces in eV/Å.

The SMILES is CCCCN[N@H+]1CO[C@H](CCCC)[C@@H]1OCC. The LUMO energy is -2.3024 eV. For the molecular weight, the calculation gives 245.4 g/mol. Its net charge is +1. The energy relative to the best compared isomer or geometry (same formula, charge and spin) comes out at 31.2 kcal/mol.

***

ORCA calculation (ωB97M-V/def2-TZVPD) on a molecular structure, C13H29N5PdSi.

Structure (XYZ):
```
49
Properties=species:S:1:pos:R:3:forces:R:3:lowdin_charge:R:1
Pd 0.168 -1.313 -1.136 0.0347 0.1708 0.0217 0.07
N 0.597 1.094 -3.644 -0.1137 0.0407 -0.0951 0.00
C -0.055 2.367 -3.762 0.1305 0.0748 0.0448 -0.32
C -0.956 2.578 -2.552 -0.0098 0.0314 -0.0734 -0.33
N -1.981 1.548 -2.501 -0.1832 -0.0306 0.0126 -0.01
H 1.226 0.977 -2.866 -0.0374 -0.1635 0.0344 0.04
H 0.867 0.600 -4.475 0.0727 0.0404 -0.0093 0.05
H -0.672 2.365 -4.665 -0.0274 -0.0406 -0.0018 0.10
H 0.634 3.231 -3.840 -0.0291 -0.0072 -0.0005 0.09
H -1.437 3.561 -2.625 0.0187 0.0004 -0.0005 0.10
H -0.313 2.594 -1.658 -0.0001 -0.0067 0.0239 0.08
H -2.547 1.680 -1.672 0.0593 0.0037 0.0062 0.03
H -1.528 0.640 -2.366 0.1013 0.0482 -0.0540 0.02
N 0.542 -2.129 -3.098 0.0073 -0.1019 0.0395 0.00
C 0.710 -2.411 -4.212 0.0144 0.0122 -0.0058 -0.41
N 0.821 -2.597 -5.505 -0.0131 0.0178 -0.0320 0.01
C 1.531 -3.585 -5.992 0.0260 -0.0008 0.0165 -0.50
N 2.134 -4.420 -6.539 -0.0113 -0.0068 -0.0025 0.01
C -1.536 1.161 0.918 -0.0050 0.0132 -0.0142 -0.26
Si -0.226 -0.281 0.863 -0.0331 -0.0363 -0.0095 0.50
C -0.973 -1.475 2.262 -0.0125 -0.0071 -0.0148 -0.68
C -1.015 -0.941 3.692 0.0053 0.0047 0.0507 -0.13
C -0.223 -2.809 2.264 -0.0066 -0.0282 0.0089 -0.16
C -2.410 -1.770 1.817 -0.0097 0.0139 0.0267 -0.16
C 1.309 0.668 1.693 -0.0007 0.0116 -0.0119 -0.67
C 2.327 -0.346 2.214 0.0228 -0.0040 0.0348 -0.14
C 1.977 1.459 0.564 0.0605 -0.0395 -0.0073 -0.16
C 0.986 1.661 2.812 0.0044 0.0112 0.0338 -0.13
H -1.821 1.502 1.922 -0.0001 -0.0333 0.0256 0.00
H -2.444 0.849 0.394 0.0047 -0.0184 0.0534 -0.01
H -1.144 2.029 0.375 0.0051 -0.0251 0.0431 -0.01
H -0.012 -0.882 4.126 -0.0446 0.0172 -0.0084 0.05
H -1.606 -1.610 4.341 0.0018 -0.0023 -0.0033 0.06
H -1.464 0.055 3.752 -0.0256 -0.0229 -0.0170 0.06
H 0.800 -2.705 2.635 0.0041 0.0092 -0.0169 0.05
H -0.161 -3.210 1.249 -0.0038 0.0109 -0.0034 0.04
H -0.737 -3.544 2.907 -0.0002 0.0102 0.0086 0.06
H -3.048 -0.885 1.891 0.0058 0.0088 0.0071 0.06
H -2.853 -2.556 2.450 -0.0021 -0.0111 -0.0139 0.06
H -2.426 -2.110 0.777 -0.0001 -0.0029 -0.0001 0.05
H 2.541 -1.104 1.455 0.0013 0.0044 -0.0065 0.06
H 1.960 -0.858 3.109 0.0282 0.0023 -0.0307 0.05
H 3.274 0.151 2.484 0.0017 -0.0021 -0.0051 0.07
H 2.253 0.793 -0.258 -0.0188 0.0133 -0.0013 0.04
H 2.885 1.968 0.931 -0.0079 0.0067 0.0104 0.06
H 1.308 2.224 0.160 -0.0272 0.0082 -0.0275 0.05
H 0.578 1.173 3.699 0.0080 0.0082 -0.0205 0.05
H 0.262 2.413 2.488 -0.0005 0.0058 -0.0241 0.06
H 1.897 2.199 3.123 0.0050 -0.0092 0.0085 0.06
```
Positions in Å, forces in eV/Å.

The LUMO energy is 5.0696 eV. For the molecular weight, the calculation gives 389.9 g/mol. Its net charge is -2.

***

ORCA calculation (ωB97M-V/def2-TZVPD) on a molecular structure, C13H30AlO3S.

Structure (XYZ):
```
48
Properties=species:S:1:pos:R:3:forces:R:3:lowdin_charge:R:1
C 3.242 -2.505 0.220 -0.1107 0.3774 0.0389 -0.11
C 3.674 -1.328 -0.662 0.0168 -0.3387 -0.0782 -0.26
C 2.856 -1.251 -1.946 0.0012 -0.1074 -0.0307 -0.29
O 1.462 -1.265 -1.778 0.1993 -0.1374 0.2037 -0.27
C 0.947 -0.246 -0.895 -0.7190 0.1676 -0.5271 -0.31
Al -1.067 0.037 -1.284 0.0998 -0.4992 -0.1665 0.27
C -2.216 -0.553 0.314 -0.1029 0.4322 -0.5524 -0.62
S -3.417 -1.882 -0.055 0.2233 -0.2919 0.1958 0.70
C -4.911 -0.991 -0.500 -0.1495 -0.0112 0.1295 -0.61
C -6.034 -1.976 -0.794 0.0038 0.1514 -0.1817 -0.20
H 3.246 -2.199 1.261 0.0808 -0.1666 0.2015 0.05
H 2.234 -2.824 -0.026 -0.1563 -0.0004 -0.0722 0.07
H 3.909 -3.352 0.088 0.0867 -0.2073 0.0591 0.06
H 3.650 -0.391 -0.119 -0.1757 0.1432 0.1472 0.08
H 4.715 -1.492 -0.940 0.1826 0.1867 -0.1562 0.09
H 3.156 -0.376 -2.540 0.0513 0.1605 0.0565 0.11
H 3.102 -2.137 -2.536 -0.1071 -0.0837 -0.1784 0.11
H 1.153 -0.496 0.149 0.2465 -0.0452 0.1854 0.04
H 1.444 0.701 -1.132 0.2326 0.1557 0.1040 0.04
H -1.322 1.584 -1.708 0.0548 0.2835 0.1836 -0.12
H -1.466 -0.887 -2.556 -0.0242 -0.0196 -0.0511 -0.09
H -1.619 -0.891 1.156 0.1003 -0.2601 0.1749 -0.02
H -2.789 0.297 0.688 -0.1643 0.0675 0.0979 -0.02
H -4.771 -0.341 -1.356 0.2702 0.1427 -0.1234 0.06
H -5.213 -0.359 0.331 0.0961 0.1675 0.1622 0.06
H -6.036 -2.289 -1.835 0.1375 -0.1448 -0.1168 0.06
H -6.985 -1.481 -0.614 -0.2520 -0.0655 0.0730 0.06
H -5.962 -2.863 -0.170 -0.0826 -0.0955 0.1476 0.05
C 7.208 -0.076 1.907 -0.1202 0.0398 -0.1006 -0.02
C 6.118 -0.708 2.742 -0.0437 -0.0082 -0.0694 -0.50
O 4.967 -0.696 2.385 0.0282 0.0450 0.1170 0.08
C 6.540 -1.360 4.039 -0.1615 -0.0307 0.0110 -0.03
H 6.771 0.349 1.007 -0.0196 -0.0117 0.0042 0.08
H 7.705 0.713 2.474 0.0903 -0.0668 0.0218 0.08
H 7.948 -0.828 1.626 0.0711 0.0355 0.0772 0.08
H 7.010 -0.623 4.693 0.1041 -0.0381 -0.0248 0.08
H 7.254 -2.161 3.841 0.0856 0.0641 0.0297 0.08
H 5.666 -1.774 4.537 -0.0113 0.0038 -0.0138 0.08
C -4.128 4.538 -1.298 0.1373 -0.0853 -0.0154 -0.03
C -4.968 3.317 -0.996 0.1466 -0.0033 -0.0331 -0.50
O -4.484 2.216 -0.988 -0.2007 -0.0238 0.0543 0.07
C -6.437 3.545 -0.707 -0.0059 -0.1601 0.0159 -0.03
H -3.103 4.225 -1.485 -0.0096 -0.0455 0.0050 0.08
H -4.515 5.052 -2.180 -0.0519 0.0794 0.0648 0.08
H -4.147 5.226 -0.450 -0.0771 0.0670 -0.0533 0.08
H -6.920 4.019 -1.564 0.0023 0.0985 0.0503 0.08
H -6.552 4.193 0.164 -0.0220 0.0873 -0.0642 0.08
H -6.917 2.589 -0.508 0.0188 -0.0082 -0.0027 0.08
```
Positions in Å, forces in eV/Å.

The LUMO energy is 2.3809 eV. For the molecular weight, the calculation gives 293.4 g/mol. Its net charge is -1.

***

Frontier orbital gap list, top to bottom, in eV: 4.839 6.260 11.143 4.971 5.806
Maximum force list, top to bottom, in eV/Å: 0.851 5.803 1.161 0.186 0.907